# 1
ORCA calculation (the ωB97M-V functional and the def2-TZVPD basis) on C30H47Cl2InN2P as an isolated structure at a distorted geometry.

Each line ends with the Mulliken charge.
Positions of all 83 atoms, in Å:
P (1.53374, -1.31745, 0.29197)  -0.0286
C (2.03429, -0.61399, 1.91963)  0.3589
C (3.29930, -1.24443, 2.50725)  -0.5081
C (3.54352, -0.68710, 3.91704)  -0.9084
C (3.63762, 0.84370, 3.93271)  -0.6946
C (2.41267, 1.49729, 3.28774)  -0.7997
C (2.12527, 0.92946, 1.89242)  -0.4780
C (2.42362, -0.68746, -1.17551)  0.2644
C (3.93510, -0.90824, -1.16381)  -0.7838
C (4.49472, -0.50918, -2.54196)  -0.8363
C (4.13685, 0.92898, -2.93759)  -0.7070
C (2.63681, 1.23657, -2.81023)  -0.8017
C (2.04371, 0.78694, -1.47014)  -0.4828
C (1.40124, -3.11936, 0.26524)  0.5851
C (0.61530, -3.59529, 1.50965)  -0.6742
C (0.26132, -5.09062, 1.44909)  -0.9456
C (-0.38458, -5.51622, 0.12374)  -0.6960
C (0.41365, -5.05333, -1.10100)  -0.9399
C (0.74410, -3.55531, -1.06566)  -0.8123
H (1.16919, -0.87917, 2.56934)  0.5220
H (4.15392, -1.00933, 1.85666)  0.1085
H (3.20289, -2.34029, 2.53535)  0.3476
H (4.45336, -1.12785, 4.33824)  0.3775
H (2.70923, -0.99157, 4.56231)  0.3655
H (3.75070, 1.20244, 4.96129)  0.3829
H (4.53548, 1.15069, 3.38146)  0.3135
H (1.53049, 1.33332, 3.92215)  0.3758
H (2.56079, 2.58130, 3.21125)  0.3561
H (1.19331, 1.36463, 1.49509)  -0.0953
H (2.95284, 1.22010, 1.23020)  0.1694
H (2.00766, -1.29691, -2.00670)  0.3490
H (4.07704, -1.19291, -3.29335)  0.3487
H (4.16038, -1.96199, -0.94365)  0.2863
H (4.40124, -0.29901, -0.37413)  0.2493
H (5.58231, -0.64711, -2.55732)  0.3804
H (4.45698, 1.11521, -3.96999)  0.3760
H (4.69905, 1.62200, -2.29879)  0.3018
H (2.46303, 2.31237, -2.93691)  0.4203
H (2.09209, 0.72606, -3.61630)  0.3877
H (0.94562, 0.90182, -1.48144)  -0.0741
H (2.43355, 1.43669, -0.67365)  0.1588
H (2.43698, -3.49991, 0.31787)  0.4078
H (1.21060, -3.40650, 2.41873)  0.2228
H (-0.30948, -2.99901, 1.61186)  0.1999
H (1.18622, -5.66010, 1.60481)  0.3671
H (-0.40797, -5.33203, 2.28316)  0.3812
H (-1.39652, -5.08975, 0.06939)  0.3304
H (-0.48956, -6.60771, 0.10212)  0.3552
H (-0.14714, -5.27817, -2.01619)  0.3973
H (1.35832, -5.61075, -1.15807)  0.3909
H (1.41148, -3.32171, -1.90701)  0.2705
H (-0.17937, -2.97060, -1.22053)  0.1491
In (-2.76962, 0.94627, 0.39946)  0.3988
Cl (-2.02368, -0.42177, -1.46340)  -0.6494
Cl (-2.28625, -0.47403, 2.25020)  -0.5640
C (-1.39452, 2.61383, 0.79354)  -1.0316
H (-0.97068, 2.73902, 1.80249)  0.2189
C (-1.11807, 3.61207, -0.14577)  1.4051
C (-1.25103, 3.31533, -1.55476)  -0.2250
C (-1.16533, 4.32914, -2.49574)  -0.7570
C (-0.91654, 5.66117, -2.11172)  -0.4716
C (-0.69577, 5.96143, -0.75398)  -0.2977
C (-0.74346, 4.96962, 0.21286)  -0.7684
H (-1.42521, 2.28166, -1.87608)  0.0393
H (-1.28271, 4.11101, -3.55675)  0.3448
H (-0.47547, 6.98811, -0.45084)  0.3155
H (-0.53681, 5.18872, 1.26375)  0.3181
H (-0.88150, 6.45852, -2.85299)  0.3294
C (-7.37402, 0.22570, -2.77038)  -1.1362
C (-6.58803, 0.56125, -1.56396)  0.7482
C (-7.03941, 0.89343, -0.28457)  -1.0205
C (-5.90143, 1.09861, 0.51371)  0.7924
N (-4.80859, 0.93710, -0.26693)  -0.1812
N (-5.24447, 0.60475, -1.51919)  0.1007
C (-5.81331, 1.41185, 1.95860)  -1.2849
H (-8.06623, -0.59618, -2.53812)  0.2966
H (-7.98649, 1.09164, -3.05898)  0.2780
H (-6.73577, -0.05932, -3.60970)  0.3144
H (-8.06223, 0.96184, 0.03771)  0.3782
H (-4.57004, 0.34424, -2.23765)  0.2183
H (-6.79758, 1.71910, 2.32595)  0.3323
H (-5.49279, 0.53465, 2.54292)  0.2665
H (-5.09588, 2.22203, 2.16248)  0.3009

As for the net charge: -1. For the LUMO energy, the calculation gives 2.1 eV. As for the HOMO energy: -0.068 Eh. The calculation puts the relative energy (zero: lowest compared OMol25 entry of this formula, charge and spin) at 47.1 kJ/mol. As for the frontier orbital gap: 0.1465 Ha.



# 2
ORCA calculation (the ωB97M-V functional and the def2-TZVPD basis) on the molecule C22H27FN2O5S at a distorted geometry.

Each line ends with the Mulliken charge.
Positions of all 58 atoms, in Å:
C (-1.44718, -3.58807, -1.71781)  -1.1219
C (-1.55840, -2.15832, -2.23911)  -0.6591
O (-1.74831, -1.20485, -1.20633)  -0.1623
C (-2.93694, -1.14869, -0.53448)  1.0633
C (-4.09649, -1.81483, -0.89144)  -0.8704
C (-5.25097, -1.67872, -0.13319)  -0.9108
C (-5.25039, -0.87952, 0.98870)  -0.9558
C (-4.10010, -0.19364, 1.35417)  -1.2449
C (-2.94321, -0.31076, 0.60463)  1.1369
O (-1.75367, 0.31181, 0.87264)  0.1777
C (-1.67146, 1.25332, 1.92352)  -1.1355
C (-2.31664, 2.60588, 1.59853)  -0.7664
C (-1.78727, 3.15757, 0.27335)  -0.3531
C (-0.30141, 3.46303, 0.39673)  0.6803
O (0.16947, 3.86881, 1.44313)  -0.6598
N (0.47667, 3.31679, -0.71280)  0.1307
C (0.10403, 2.59607, -1.91027)  -2.0762
C (0.42931, 1.11588, -1.69871)  0.4714
N (1.84978, 1.00134, -1.44013)  -0.0236
S (2.49010, -0.53845, -1.48440)  1.3995
O (3.90387, -0.40434, -1.66344)  -0.7507
O (1.74075, -1.28356, -2.45391)  -0.6961
C (2.20828, -1.21350, 0.16076)  -0.4631
C (0.93052, -1.54517, 0.56779)  0.3710
C (0.72924, -2.01172, 1.85840)  -0.8755
C (1.79749, -2.14718, 2.72885)  -0.6283
C (3.06691, -1.81089, 2.28757)  0.2822
F (4.10623, -1.94346, 3.13134)  -0.3389
C (3.29294, -1.33649, 1.00750)  -0.3117
C (2.32613, 1.79665, -0.32973)  -0.1823
C (1.91382, 3.26107, -0.51573)  -1.3959
H (-2.33800, -3.87837, -1.16513)  0.3838
H (-0.58552, -3.67638, -1.06094)  0.1980
H (-1.31466, -4.26537, -2.55650)  0.4413
H (-2.35689, -2.07385, -2.98624)  0.5833
H (-0.60927, -1.86777, -2.69890)  0.3082
H (-4.11708, -2.44376, -1.76681)  0.3691
H (-6.14439, -2.20669, -0.42876)  0.4024
H (-6.14123, -0.77676, 1.58880)  0.4094
H (-4.12105, 0.42624, 2.23604)  0.3705
H (-2.09088, 0.84208, 2.84960)  0.4437
H (-0.59773, 1.39729, 2.07233)  0.5959
H (-3.40083, 2.50536, 1.53302)  0.4673
H (-2.07043, 3.29483, 2.40661)  0.5068
H (-2.30543, 4.08800, 0.02994)  0.3133
H (-1.99030, 2.42836, -0.50667)  0.1233
H (-0.94545, 2.74037, -2.15690)  0.5031
H (0.70764, 2.98822, -2.73358)  0.4475
H (0.21960, 0.52618, -2.58964)  0.5063
H (-0.16878, 0.73242, -0.86210)  0.0752
H (0.10399, -1.43547, -0.11318)  0.2308
H (-0.26697, -2.26690, 2.18489)  0.5461
H (1.66264, -2.50854, 3.73624)  0.4670
H (4.28042, -1.07629, 0.66294)  0.5852
H (3.41139, 1.69364, -0.30552)  0.5083
H (1.90619, 1.43622, 0.62338)  0.2176
H (2.16343, 3.83702, 0.37593)  0.4557
H (2.40881, 3.68943, -1.38921)  0.4098

As for the net charge: 0. For the LUMO energy, the calculation gives 0.6 eV. As for the HOMO energy: -0.309 Eh. The calculation puts the relative energy (zero: lowest compared OMol25 entry of this formula, charge and spin) at 5.7 kJ/mol. Its SMILES is CCOc1ccccc1OCCCC(=O)N1CCN(S(=O)(=O)c2cccc(F)c2)CC1. As for the frontier orbital gap: 0.3324 Ha.



# 3
ORCA calculation (the ωB97M-V functional and the def2-TZVPD basis) on the molecule C4H5NO2S at a distorted geometry.

Each line ends with the Mulliken charge.
Positions of all 13 atoms, in Å:
N (-2.48653, -1.98020, -0.33333)  -0.3981
C (-1.57101, -1.31480, -0.04374)  0.0285
C (-0.51554, -0.37009, 0.26948)  0.4237
C (-0.82216, 0.99479, -0.35093)  -0.7390
O (0.15135, 1.95191, -0.00289)  -0.5161
O (0.72493, -0.84057, -0.33236)  -0.2212
C (1.82355, -0.77063, 0.39418)  -0.0108
S (3.28298, -0.79047, -0.30886)  -0.2425
H (-0.36871, -0.29074, 1.36081)  0.3298
H (-0.91743, 0.90036, -1.43785)  0.3637
H (-1.83316, 1.29793, -0.02212)  0.3990
H (0.84317, 1.85398, -0.68016)  0.3256
H (1.68856, -0.64149, 1.48777)  0.2573

As for the net charge: 0. For the LUMO energy, the calculation gives 0.0 eV. As for the HOMO energy: -0.342 Eh. The calculation puts the relative energy (zero: lowest compared OMol25 entry of this formula, charge and spin) at 246.6 kJ/mol. Its SMILES is N#C[C@H](CO)OC=S. As for the frontier orbital gap: 0.3406 Ha.